ORCA calculation (wB97M-V/def2-TZVPD) on one molecule with the formula C6H9ClINOS.

The geometry in XYZ format:
```
20
Properties=species:S:1:pos:R:3
C -2.2264 -0.3607 -1.4471
C 0.3165 -1.9905 -2.0903
C 0.2964 0.8578 1.0254
C -1.0203 0.8651 0.2210
C 0.0201 0.4212 2.4803
C -1.6202 -0.5045 -0.1530
N -2.4457 -0.2937 -2.5791
O -0.6815 -3.2509 0.0525
S -0.0325 -2.0101 -0.2058
Cl 1.6256 0.4003 3.2296
I -2.9632 -1.3560 1.2884
H 1.2478 -2.3669 -2.4788
H 0.2689 -1.0276 -2.4141
H -0.4979 -2.6177 -2.5909
H 0.9130 1.7516 0.9180
H 0.9541 0.1227 0.5433
H -1.0421 1.6452 -0.4825
H -1.8273 1.3305 0.9221
H -0.3954 -0.5326 2.5412
H -0.4778 1.2148 2.9765
```

Values from the calculation:
DFT total energy: -41357.8461 eV
E_HOMO (spin up / spin down): -6.4461 / -10.1249 eV
total charge: 0
Kohn-Sham gap (spin up / spin down): 6.2 / 7.0 eV
2S+1: 3